[1]
Formula: C37H68BrF3I2N8O11S2
Source: the OMol25 dataset
Level of theory: ωB97M-V with the def2-TZVPD basis set

Geometry as XYZ:
```
132
Properties=species:S:1:pos:R:3:forces:R:3:mulliken_charge:R:1
C 1.6069 4.7180 -2.2059 0.028 0.156 -0.837 -1.715
H -0.1273 0.4836 3.4715 0.025 -0.016 0.001 0.368
O 3.9511 2.9940 -4.3938 -2.183 0.247 -0.295 -0.514
H -2.2971 2.6223 -0.7552 0.574 0.088 -0.388 0.237
C 6.5157 6.2930 -0.5925 -0.105 0.218 -0.107 -0.810
N 7.0291 -1.5958 -2.2683 0.187 0.065 0.081 0.173
H -7.9634 -4.5614 0.0676 -0.009 -0.040 0.051 0.288
H 0.9750 2.2991 -4.8723 -0.333 -0.259 -0.023 0.591
I -0.1403 7.0024 -3.2285 0.107 -0.012 0.077 0.032
H -4.3206 0.6237 -1.1810 -0.271 -0.165 -0.294 0.513
H 2.4842 7.9215 -2.6945 -0.012 0.188 -0.055 0.569
N -6.6587 -4.5003 -1.5666 -0.005 -0.146 -0.107 0.188
C -6.5054 -5.4243 -2.6717 -0.062 -0.015 0.275 -0.950
H -2.0381 -0.3746 -0.3935 -0.094 -0.193 -0.117 0.099
C -1.6416 1.4667 -2.5138 -0.438 1.649 0.588 0.030
H 8.5996 8.7999 0.4286 -0.034 0.024 -0.024 0.304
C -2.4173 1.6441 -1.1941 -1.094 0.007 1.123 1.483
H 2.6160 -0.2659 1.9034 -0.216 0.049 0.330 -0.142
C -7.7791 -3.2877 4.9334 0.235 0.019 0.111 -0.946
H -4.2867 2.0036 -2.3255 0.032 -0.263 -0.249 0.595
H 3.5228 6.6099 -3.1504 0.349 -0.171 0.136 0.311
C 0.9648 2.2974 -2.6766 0.107 -0.109 1.328 -0.932
H 2.3118 -1.0363 -0.1675 0.250 -0.175 -0.354 0.510
C 0.4058 -0.0004 -1.6283 -0.156 0.153 1.259 -2.477
H -2.9243 0.6745 0.6398 -0.200 0.068 0.185 0.678
C 2.2459 0.0527 -0.1671 -0.297 0.038 0.659 -0.418
H -5.6807 -3.0009 6.3375 -0.056 0.011 -0.011 0.395
N -1.7621 -6.8164 4.2571 0.000 -0.076 -0.034 0.194
H -1.3760 -2.9882 3.8175 0.004 -0.088 -0.010 0.245
C -4.6094 2.5694 -0.3260 -0.126 -0.686 0.067 -1.552
H 9.0565 -1.1018 -2.3986 0.080 -0.001 0.076 0.320
C 2.7663 6.9108 -2.4325 -0.532 0.494 -0.350 -1.510
C -0.5920 -0.4885 3.2292 -0.068 0.086 0.029 -0.002
H -5.6641 2.6745 -0.5546 -0.193 0.225 -0.049 0.500
H 4.7336 0.9767 2.0064 0.134 0.095 0.126 0.422
I 3.4361 4.0256 -1.3522 -0.375 0.074 0.174 0.020
H 6.9439 -3.5487 -1.6535 0.032 0.021 0.001 0.278
F -1.3046 4.4430 -0.8477 -0.528 -0.277 0.041 -0.258
H -6.1942 -2.8829 -2.7379 0.000 -0.040 -0.013 0.304
C 2.7513 0.5400 1.1894 0.305 -0.333 -0.467 0.315
H 2.8857 0.4743 -0.9461 -0.031 -0.030 -0.301 -0.011
H 4.3337 1.7482 0.4468 0.245 0.206 0.075 0.174
O 5.4146 8.6057 -1.5645 -0.069 -0.080 -0.018 -0.533
H 1.6189 -0.3497 4.4923 -0.039 0.027 -0.029 0.326
C 1.3756 -1.4030 4.3643 -0.173 -0.186 -0.079 -1.084
C -0.7115 -6.5842 5.0593 0.088 -0.066 0.097 0.072
H -0.1191 -0.6352 -3.7301 -0.382 -0.021 -0.228 0.223
C -7.0249 -5.0139 -0.2569 0.078 0.242 -0.005 -0.985
H -5.7243 -6.1526 -2.4429 -0.008 -0.044 -0.101 0.331
H -7.4438 -5.9547 -2.8476 0.044 -0.049 -0.092 0.339
C 8.3205 -1.3884 -1.6447 -0.182 0.146 -0.154 -0.908
C 1.5813 6.0011 -2.5424 -0.081 0.034 0.178 0.435
H -4.9648 -4.5571 5.8590 0.045 0.039 0.045 0.282
H -1.2150 0.8766 0.5041 0.118 -0.019 -0.103 -0.334
H -4.1278 3.5405 -0.3169 -0.027 0.226 -0.031 0.291
H 8.2502 -0.5942 -0.8982 0.103 -0.016 0.030 0.312
C 6.3865 -2.7778 -2.2131 -0.018 -0.142 0.060 0.099
Br 2.2490 4.8118 -5.5385 -0.123 -0.566 0.037 -0.172
H -2.7965 -5.0065 4.3708 -0.101 0.078 -0.088 0.131
H -3.2994 -8.2285 4.3368 -0.007 -0.092 -0.039 0.311
H -1.6659 -8.8841 4.5609 0.030 0.026 0.018 0.304
C 6.3981 -0.4956 -2.9788 -0.124 -0.201 0.030 -0.753
C -2.2594 -8.1547 4.0130 -0.060 0.218 -0.055 -0.919
C 6.4438 8.6732 -0.9224 -0.014 0.155 -0.019 0.049
F -0.1700 2.6832 -0.1410 -0.272 -0.133 -0.134 -0.130
O -0.2451 -5.4852 5.3082 -0.060 -0.004 -0.068 -0.556
S -1.8129 3.1171 -3.4453 -1.907 0.161 -1.344 2.026
H -0.2889 -7.5068 5.4937 -0.013 -0.012 -0.004 0.234
H 6.9474 9.6333 -0.7183 0.026 -0.015 0.014 0.238
O -6.5856 -2.3581 -0.8180 -0.059 -0.028 0.107 -0.624
H 2.1928 1.4146 1.5050 -0.116 0.141 0.084 0.253
H -8.5084 -3.5540 4.1719 0.028 -0.019 -0.037 0.291
N 0.1240 -1.5446 3.6497 0.229 -0.023 0.056 0.269
C 1.6747 2.2308 -4.0485 0.202 1.247 -0.546 -0.969
H -4.5679 2.1228 0.6638 0.152 0.131 0.263 0.340
H -3.2488 -6.0363 3.0041 -0.086 -0.088 0.016 0.576
H -2.2040 -8.3826 2.9468 -0.041 -0.094 0.016 0.319
O 0.8884 0.4166 -0.3659 0.229 0.057 -0.242 0.007
C -5.3587 -3.6070 5.4953 0.057 -0.107 -0.203 -0.921
H -7.1385 -6.0939 -0.3045 0.013 -0.013 -0.054 0.367
C -2.1058 0.6562 -0.0648 0.139 -0.177 -0.139 -1.252
H 7.1365 5.5432 -0.1083 0.051 0.046 0.030 0.374
N -6.4824 -3.8473 4.6041 -0.147 0.059 0.117 0.136
C -2.6280 -0.5714 -3.1065 0.118 0.965 -0.186 0.420
O -2.9189 3.8741 -2.9631 0.229 0.192 0.879 -0.773
H 7.0297 0.3876 -2.9346 0.048 -0.023 0.037 0.388
N 0.0362 0.3520 -3.8488 0.780 0.487 0.207 -0.698
H -7.7097 -2.2002 4.9907 -0.099 0.008 0.004 0.343
C 4.2413 0.8491 1.0501 -0.419 0.051 -0.148 -1.428
H 5.4308 -0.2755 -2.5248 -0.024 0.086 -0.091 0.064
H 5.5084 6.2597 -0.1756 -0.006 -0.099 -0.034 0.166
H 6.2333 -0.7747 -4.0195 -0.057 0.088 -0.012 0.302
H 9.1120 7.1909 -0.1120 0.072 0.039 0.071 0.321
H -1.7066 -5.1600 2.9862 -0.064 0.039 -0.025 0.170
O -1.6552 -0.5751 2.6450 -0.050 0.012 0.020 -0.600
O -0.4746 4.0132 -3.2938 -0.280 -0.058 0.659 -0.180
H -0.3873 -0.7252 -1.4677 -0.236 -0.040 -0.034 0.416
H 1.1993 -0.5485 -2.1274 0.203 0.206 -0.401 0.633
O -5.2102 -5.0679 3.1797 -0.259 0.043 0.017 -0.531
H -7.1891 -4.7020 2.8869 -0.014 0.018 0.021 0.137
H 8.1653 7.3693 1.3818 0.098 0.034 0.029 0.323
C -3.9742 1.6385 -1.3549 0.426 0.327 -0.072 -0.870
H 8.6538 -2.3016 -1.1567 -0.034 -0.032 -0.008 0.315
C -2.4267 -5.6897 3.6103 0.586 -0.124 0.181 -0.808
F 0.6066 4.6343 0.0057 0.189 -0.159 -0.181 -0.322
C -0.3912 -2.8760 3.3682 0.016 0.260 -0.160 -1.038
O 5.3030 -3.0000 -2.7150 -0.068 0.061 -0.029 -0.577
C 2.7652 3.2017 -4.5005 2.328 0.044 0.512 -0.194
C 8.3096 7.7533 0.3698 -0.170 -0.207 -0.086 -0.914
H 1.7147 2.0407 -1.9360 0.015 -0.143 0.125 0.052
H -4.5638 -3.0898 4.9565 0.033 0.011 0.062 0.272
H 3.1435 6.9572 -1.4198 0.312 -0.199 0.143 0.304
H -0.4883 -2.9993 2.2872 -0.081 -0.068 0.016 0.323
C -6.4715 -3.1735 -1.7100 0.077 0.169 -0.088 0.075
H 0.2750 -3.6349 3.7653 0.002 0.046 0.122 0.483
H 2.2227 1.3057 -4.0822 -0.137 -0.455 -0.078 0.692
C -6.2805 -4.5797 3.4998 -0.034 -0.030 -0.196 0.214
H 6.4506 6.0811 -1.6608 -0.065 -0.097 0.026 0.291
H 4.7331 0.0567 0.4912 0.181 -0.224 0.076 0.324
H -0.4574 0.7683 -4.6243 -0.307 -0.327 -0.011 0.371
H -8.1160 -3.6740 5.8973 -0.086 0.044 -0.010 0.342
C -0.1299 3.8243 -0.7983 0.501 1.221 0.400 0.056
N 7.0836 7.6150 -0.3906 0.196 -0.012 0.116 0.183
H -6.2306 -4.8860 -3.5762 0.003 0.046 0.014 0.307
H -6.2527 -4.7611 0.4714 -0.028 -0.060 0.052 0.327
H 1.2971 -1.8717 5.3469 0.101 0.012 0.015 0.362
H 2.1801 -1.8867 3.8055 0.080 0.018 0.081 0.359
C -0.1004 1.1130 -2.5730 0.351 -1.598 -2.300 1.623
N -2.4871 0.6088 -3.3529 0.649 -1.246 0.738 -0.393
C 0.4566 3.7041 -2.2634 1.179 -0.736 0.065 2.867
S -2.7672 -2.0959 -2.7977 -0.193 -0.177 -0.203 -0.384
O -1.9202 2.7962 -4.8330 1.138 -0.343 -0.430 -0.816
```
Forces are in eV/Å.

Calculated values
- multiplicity = 1
- Kohn-Sham gap (eV) = 8.66

[2]
Formula: C4H6NO7
Source: the OMol25 dataset
Level of theory: ωB97M-V with the def2-TZVPD basis set

Geometry as XYZ:
```
18
Properties=species:S:1:pos:R:3:forces:R:3:mulliken_charge:R:1
H 1.1243 0.9636 -0.6889 0.053 -1.034 -0.544 0.292
O -2.1558 -0.1429 2.0552 -0.718 -0.880 0.840 -0.509
O 0.6077 2.6901 2.1580 -0.454 0.263 0.680 -0.787
C 0.0005 -1.0311 -0.6372 1.754 -2.295 -0.176 -0.818
H 0.3411 0.7008 2.6277 0.227 0.970 1.724 0.343
O 0.8054 -1.8432 0.2592 -0.381 0.176 -0.383 -0.598
C 0.1400 0.4648 -0.5156 0.626 0.353 0.096 0.675
C -2.1412 0.7259 1.2586 0.652 1.379 -1.437 0.722
O -0.1614 3.0499 0.1329 -0.167 0.464 0.527 -0.736
H -1.0492 -1.3014 -0.4467 0.182 0.319 -0.510 0.355
O -2.7061 1.5179 0.5600 -0.607 -0.058 0.267 -0.535
O 0.3001 0.1155 1.9014 0.778 -0.164 -1.941 -0.513
H 0.3889 -1.7820 1.1296 0.275 0.258 -0.117 0.361
H -0.9803 1.8302 -1.0732 -0.017 -1.539 -1.282 0.434
N 0.0788 2.3108 1.1144 0.723 -1.480 -1.991 1.122
H 0.3736 -1.4103 -1.6570 -1.011 0.959 1.229 0.281
O -0.7826 0.9042 -1.4600 -0.737 2.695 0.371 -0.573
C -0.1658 0.9449 0.8639 -1.178 -0.386 2.648 -0.518
```
Forces are in eV/Å.

Calculated values
- multiplicity = 1
- energy relative to the best compared isomer or geometry (same formula, charge and spin) (kJ/mol) = 30.0
- charge = -1
- Kohn-Sham gap (spin up / spin down) (eV) = 7.90 / 7.90

[3]
Formula: C3H10N2
Source: the OMol25 dataset
Level of theory: ωB97M-V with the def2-TZVPD basis set

Geometry as XYZ:
```
15
Properties=species:S:1:pos:R:3:forces:R:3:mulliken_charge:R:1
H 3.7198 -0.2737 0.4922 -0.125 0.414 -0.235 0.274
H -2.9493 -0.7419 1.4395 0.323 -0.656 -0.212 0.256
C 3.1778 -0.7820 -0.3061 0.181 -0.450 0.074 -0.629
H -3.1981 -0.6955 -0.4509 -1.015 0.082 0.109 0.249
H -1.3294 2.4906 -0.5204 0.067 -0.079 0.158 0.205
H 3.1322 -0.1979 -1.2283 0.139 0.316 0.118 0.213
N 1.8926 -1.1713 0.2012 0.045 -0.223 0.577 -0.413
N -2.0513 1.7960 -0.5605 0.109 0.432 -0.753 -0.419
H 3.8179 -1.6449 -0.5062 -0.125 -0.205 -0.176 0.234
H -1.2012 0.9221 1.0292 -0.797 0.482 0.943 0.205
H 1.5247 -0.6708 0.9877 -0.138 -0.011 -0.234 0.166
H -2.8242 2.0875 -1.1312 -0.240 -0.474 0.114 0.194
C -2.8384 -0.2787 0.4737 0.351 0.928 -0.046 -0.748
C -2.1138 0.8558 0.4283 1.221 -0.725 -0.319 0.058
H 1.2408 -1.6953 -0.3480 0.003 0.168 -0.117 0.154
```
Forces are in eV/Å.

Calculated values
- multiplicity = 1
- energy relative to the best compared isomer or geometry (same formula, charge and spin) (kJ/mol) = 174.0
- Kohn-Sham gap (eV) = 8.85

- Which formula does entry 2 have?
  C4H6NO7